# 1
Computed, not measured: a molecular structure, C9H13NO2Os in a non-equilibrium geometry, with ωB97M-V/def2-TZVPD.

Output
HOMO level (spin up / spin down), eV: -6.25 / -9.27
<S²>: 6.0163
Net charge: 0
Multiplicity: 5
Orbital gap (spin up / spin down), eV: 6.66 / 7.52

Each line ends with the Mulliken charge.
Element x y z (Å)
C  -0.48690  0.98748  -2.12274  -0.4943
C  0.85240  0.85165  -1.68564  -0.6155
C  0.98599  1.46668  -0.40418  -0.4356
C  -0.28013  2.06973  -0.09885  -0.2474
C  -1.18290  1.77130  -1.15272  -0.5335
Os  -0.46776  -0.27263  -0.36459  1.1976
N  -2.27467  -0.78624  -0.19339  -0.6712
C  0.11310  -2.21681  -0.63956  -0.5503
C  1.27579  -1.48243  -0.54941  -0.8236
H  1.88091  1.46354  0.23528  0.3694
H  1.61488  0.33270  -2.22722  0.7632
H  -0.54752  2.65592  0.80730  0.3649
H  -2.23886  2.08725  -1.25077  0.3606
H  -0.93085  0.62910  -3.05421  0.4164
H  1.73915  -1.30299  -1.50937  0.4158
H  -0.23078  -2.91559  0.09592  0.2891
H  -1.94585  -1.13270  0.76436  0.3764
H  1.83871  -1.60321  0.37950  0.3236
H  -0.42905  -2.54194  -1.55488  0.3433
C  -0.27161  -0.07124  4.11418  -1.1330
C  0.06011  -0.55644  2.71215  0.8582
O  0.82739  -1.51529  2.49595  -0.6605
O  -0.51502  0.15212  1.77908  -0.8088
H  0.08756  -0.68434  4.93025  0.3321
H  -1.34996  -0.00432  4.23580  0.2968
H  0.18030  0.91330  4.22696  0.2664

=====

# 2
Computed, not measured: C9H13NO3 in the gas phase in a non-equilibrium geometry, with ωB97M-V/def2-TZVPD.

Output
HOMO level (spin up / spin down), eV: -4.94 / -9.34
<S²>: 2.0184
Energy above the lowest of the compared OMol25 structures with the same formula, charge and spin, kcal per mole: 26.5
Net charge: 0
Multiplicity: 3
Orbital gap (spin up / spin down), eV: 5.49 / 6.27

Each line ends with the Mulliken charge.
Element x y z (Å)
C  -2.65967  -0.40936  -0.79928  0.2690
C  0.43165  1.70189  0.74084  0.3274
C  -2.19997  -1.23404  0.41542  -0.2093
C  -1.86427  0.90195  -0.72601  -0.6323
C  1.46635  1.16629  0.19223  -0.5817
C  -1.12409  -0.36123  1.00065  0.4319
C  -0.10006  -0.86119  1.97890  -1.3522
C  2.32761  0.08846  -1.91485  -1.6563
C  1.52308  -0.14658  -0.59758  0.9063
N  -1.01047  0.75505  0.33660  -0.0800
O  -3.44852  -0.75359  -1.67326  -0.6007
O  0.12675  2.61991  1.44302  -0.4768
O  2.24749  -1.08517  0.14538  -0.5162
H  -3.07324  -1.37360  1.14738  0.3025
H  -1.98027  -2.26729  0.18942  0.2925
H  -1.44264  1.07515  -1.71342  0.2471
H  -2.53119  1.85898  -0.60774  0.3382
H  2.31330  1.88054  0.29959  0.2805
H  0.20116  -1.68935  1.46787  0.3831
H  -0.44646  -1.00139  2.99528  0.4013
H  0.65878  -0.06663  1.97949  0.1906
H  1.99536  0.88877  -2.37211  0.5169
H  2.31665  -0.86026  -2.45399  0.3776
H  3.38238  0.32572  -1.64020  0.3329
H  0.52234  -0.53962  -0.82534  0.0765
H  2.36797  -0.61344  0.99170  0.4314